# C20H41ClN3O4

4 unconnected molecules or ions with the total composition C20H41ClN3O4 (ωB97M-V/def2-TZVPD, the OMol25 dataset).

Last columns: bonded neighbours and bond lengths (Å).
Geometry (Å):
1 N -2.01620 1.39562 0.07397  C8 1.506, C43 1.509, C63 1.507
2 H -1.20975 -0.72716 0.02975  C43 1.172
3 H -4.65166 2.51281 -0.31491  C27 1.194
4 H 1.02664 -4.98666 -1.32276  C58 1.096
5 H -3.51944 4.09413 -0.23652  C27 1.170
6 H 0.72451 6.50533 -0.50379  O19 0.972
7 Cl 3.06359 -1.48213 -2.71739  C35 1.859
8 C -0.58163 1.84452 -0.01231  N1 1.506, H23 1.185, H29 1.194, C44 1.636
9 H 0.05359 -0.57278 1.97450  C14 1.193
10 H 6.05757 -0.00887 -2.53534  C28 1.183
11 O -2.81796 2.14159 2.37578  C63 1.334
12 H -2.70328 -0.30366 1.25136  C43 1.171
13 H -6.79873 -2.67682 1.04156  C49 1.094
14 C 0.91397 0.16606 1.60413  H9 1.193, C44 1.639, H47 1.194, C57 1.636
15 H 1.21945 4.98332 1.84818  C68 1.095
16 H 0.95853 -0.53953 -0.65716  C57 1.192
17 H 2.96918 6.95709 0.27852  C64 1.096
18 H -4.32936 -5.09744 -0.48823  C65 1.095
19 O 0.61603 5.70556 0.03717  H6 0.972, C68 1.425
20 H 3.20764 5.21720 0.36763  C64 1.095
21 H -6.06410 -4.81899 -0.20910  C65 1.094
22 H -3.41436 -3.52671 1.80962  O62 0.972
23 H -0.10132 1.34027 -0.97088  C8 1.185
24 H -5.55136 -1.53415 1.59216  C49 1.095
25 H -0.27609 6.93984 2.21546  C46 1.095
26 H 3.22854 -4.61706 -2.65652  C34 1.096
27 C -3.98762 3.21856 0.38245  H3 1.194, H5 1.170, H41 1.190, C63 1.668
28 C 5.39285 0.23493 -1.58725  H10 1.183, C35 1.643, C66 1.626
29 H -0.59829 3.01324 -0.25459  C8 1.194
30 H 3.41375 6.20906 1.83000  C64 1.094
31 O 0.89783 -4.62763 -3.97164  C48 1.425, H56 0.972
32 N 5.22819 1.48196 0.77614  C66 1.480, N69 1.354
33 H 1.25218 2.38733 1.22509  C44 1.194
34 C 2.99237 -5.53102 -3.21292  H26 1.096, H36 1.094, C48 1.520, H59 1.095
35 C 3.87997 -0.39182 -1.45191  Cl7 1.859, C28 1.643, C37 1.674
36 H 3.47886 -6.37714 -2.71767  C34 1.094
37 C 3.16507 0.05367 -0.00584  C35 1.674, C57 1.653, N69 1.500
38 H 7.11001 1.65651 -0.53751  C66 1.183
39 H -4.81853 -2.65614 -0.50633  C61 1.095
40 H -0.21523 2.00179 2.34136  C44 1.171
41 H -4.73400 3.58173 1.23491  C27 1.190
42 H -5.72091 -3.08926 2.39529  C49 1.096
43 C -2.17792 -0.09723 0.22572  N1 1.509, H2 1.172, H12 1.171, H67 1.193
44 C 0.30782 1.66714 1.34902  C8 1.636, C14 1.639, H33 1.194, H40 1.171
45 H -4.98237 -5.24276 1.13795  C65 1.096
46 C 0.78734 7.08605 1.99768  H25 1.095, H55 1.094, H60 1.096, C68 1.520
47 H 1.66031 0.24235 2.53272  C14 1.194
48 C 1.48906 -5.73926 -3.30364  O31 1.425, C34 1.520, H54 1.095, C58 1.520
49 C -5.77528 -2.59243 1.42010  H13 1.094, H24 1.095, H42 1.096, C61 1.520
50 H 1.28856 -6.74482 -1.39098  C58 1.094
51 H 3.51128 1.15099 1.80964  N69 1.068
52 H -0.21785 -6.02483 -2.00508  C58 1.095
53 H 1.80242 -1.67401 0.58994  C57 1.194
54 H 1.27650 -6.63193 -3.90189  C48 1.095
55 H 1.31942 7.24465 2.94087  C46 1.094
56 H 1.08142 -3.83038 -3.44750  O31 0.972
57 C 1.64874 -0.52274 0.31439  C14 1.636, H16 1.192, C37 1.653, H53 1.194
58 C 0.86590 -5.88799 -1.92489  H4 1.096, C48 1.520, H50 1.094, H52 1.095
59 H 3.42551 -5.41325 -4.21194  C34 1.095
60 H 0.86376 7.99822 1.39527  C46 1.096
61 C -4.77826 -3.19777 0.44497  H39 1.095, C49 1.520, O62 1.425, C65 1.520
62 O -3.45948 -3.04898 0.96477  H22 0.972, C61 1.425
63 C -2.84944 2.19421 1.04322  N1 1.507, O11 1.334, C27 1.668
64 C 2.82063 6.08064 0.91919  H17 1.096, H20 1.095, H30 1.094, C68 1.520
65 C -5.06206 -4.67216 0.20589  H18 1.095, H21 1.094, H45 1.096, C61 1.520
66 C 6.02315 1.20018 -0.43992  C28 1.626, N32 1.480, H38 1.183
67 H -2.95707 -0.43478 -0.61291  C43 1.193
68 C 1.34821 5.88938 1.24616  H15 1.095, O19 1.425, C46 1.520, C64 1.520
69 N 3.99920 0.92434 0.88677  N32 1.354, C37 1.500, H51 1.068

For the largest force on an atom, the calculation gives 0.151 Eh/bohr. The total energy is -46570.732 eV. For the HOMO energy, the calculation gives -11.1503 eV. As for the net charge: +1. As for the HOMO-LUMO gap: 0.2139 Eh.